A structure of composition C63H78AsCrFN3O8PSi at a distorted geometry, computed with ωB97M-V with the def2-TZVPD basis set.

XYZ file:
```
157
Properties=species:S:1:pos:R:3:forces:R:3
Cr -0.489796 1.558754 0.432862 0.00 1.13 -0.80
O -0.581528 -0.068289 1.533630 0.32 -0.46 0.39
C -1.481051 -0.536119 2.229757 -0.29 -0.13 -0.03
C -2.865816 -0.208885 2.146694 0.03 0.08 -0.08
C -3.746961 -0.850625 3.022049 0.17 -0.12 0.12
C -5.087003 -0.629715 2.923812 -0.39 0.00 0.04
C -5.610697 0.217562 1.914783 -0.11 -0.16 0.15
C -4.781689 0.848427 1.047027 0.15 0.05 -0.01
C -3.349508 0.706011 1.137284 -0.11 -0.19 0.08
O -2.593239 1.342444 0.359711 0.15 0.10 0.06
N -5.994806 -1.300734 3.848530 0.18 0.18 -0.26
O -7.192223 -1.134381 3.687939 -0.03 -0.02 0.05
O -5.515222 -1.992124 4.732067 -0.03 -0.02 0.00
H -1.206078 -1.304513 2.970651 -0.04 0.01 -0.02
H -3.371605 -1.533349 3.776507 0.01 0.04 -0.04
H -6.682964 0.340040 1.852765 0.01 0.01 0.00
H -5.166219 1.491604 0.266174 0.02 0.02 0.02
C -1.530594 4.530997 2.458479 0.06 -0.04 -0.01
C -2.249467 5.648082 1.703960 0.16 0.00 0.02
C -1.682926 7.003561 2.111005 0.07 0.07 0.08
C -3.743236 5.579785 1.983681 -0.10 -0.03 0.01
O -2.096348 5.531376 0.298915 -0.16 -0.11 -0.17
Si -0.922862 4.821455 -0.619798 0.08 0.13 -0.11
O -0.645717 3.328992 -0.215249 -0.06 -0.09 0.21
O -1.406808 5.032701 -2.177670 0.08 0.12 0.01
C -2.561559 4.572376 -2.876860 0.01 -0.09 0.12
C -2.180480 4.574103 -4.348190 0.02 -0.05 -0.13
C -3.706655 5.546273 -2.614741 0.00 0.03 0.08
C -2.936628 3.163629 -2.431201 0.00 -0.01 0.09
O 0.438590 5.747227 -0.463528 -0.08 -0.05 0.04
C 1.220901 6.505234 -1.372929 -0.07 -0.03 -0.06
C 0.393770 7.652739 -1.949208 -0.07 0.00 0.00
C 1.749499 5.606905 -2.490043 -0.04 -0.10 -0.01
C 2.382295 7.059471 -0.560343 0.09 0.02 0.05
H -1.724074 4.627064 3.529193 0.03 0.00 0.01
H -0.450015 4.560047 2.289587 -0.07 0.01 0.01
H -1.893602 3.557712 2.121060 -0.05 0.03 0.04
H -1.732628 7.138214 3.195016 -0.01 0.02 -0.02
H -2.243475 7.807656 1.627454 0.03 -0.04 0.00
H -0.639587 7.068137 1.793190 -0.04 0.00 0.03
H -3.947086 5.700193 3.051126 0.00 0.01 -0.04
H -4.133392 4.612553 1.658201 0.00 0.02 0.02
H -4.263479 6.366162 1.432551 0.01 -0.02 0.01
H -1.886152 5.579033 -4.661142 0.00 -0.03 0.01
H -3.021213 4.243690 -4.964535 0.04 0.02 0.01
H -1.340015 3.894839 -4.511315 -0.04 0.02 0.00
H -3.454577 6.539154 -2.996433 -0.01 -0.03 0.01
H -3.879756 5.627956 -1.539836 -0.02 -0.02 -0.05
H -4.623157 5.201183 -3.099974 0.01 0.03 -0.02
H -2.098265 2.477247 -2.573557 -0.06 0.05 -0.02
H -3.793499 2.806253 -3.009757 0.02 -0.01 0.02
H -3.193363 3.141321 -1.367928 0.01 0.00 -0.11
H -0.441122 7.259019 -2.530622 0.05 0.02 0.02
H 1.013223 8.284722 -2.591636 -0.02 0.00 0.02
H -0.008316 8.262513 -1.135146 0.03 -0.02 -0.04
H 0.919838 5.180723 -3.058703 0.05 0.04 0.03
H 2.331277 4.784781 -2.062170 -0.01 0.06 -0.02
H 2.393208 6.175991 -3.166170 -0.01 -0.02 0.01
H 2.010073 7.722769 0.223755 0.01 -0.03 -0.01
H 3.071000 7.618433 -1.199812 -0.03 0.00 0.03
H 2.925844 6.239092 -0.087554 -0.01 0.02 -0.01
C 3.501659 2.974608 2.911620 0.03 0.00 -0.07
C 2.726436 1.922246 3.368705 -0.04 -0.02 -0.07
C 1.654796 1.461115 2.600566 0.09 0.01 -0.07
C 1.305918 2.019163 1.358746 0.23 -0.03 0.17
C 2.132759 3.071962 0.923561 -0.06 -0.07 0.07
C 3.202094 3.542781 1.675949 -0.01 -0.05 -0.01
H 4.333429 3.343791 3.501955 -0.02 0.01 -0.01
H 2.950667 1.456285 4.323367 -0.02 0.01 0.00
H 1.079149 0.631063 2.997464 0.00 0.00 0.00
H 1.905814 3.565302 -0.014540 -0.02 0.02 0.02
H 3.798120 4.371758 1.306776 0.00 -0.02 -0.01
C -0.489667 -4.694446 0.820820 0.09 0.07 -0.01
C 0.374380 -5.907838 0.502923 -0.07 0.12 0.00
As -0.384747 -7.654600 1.034049 0.06 0.03 0.03
C -1.962852 -7.696932 -0.107681 -0.06 -0.06 -0.02
C -2.982107 -8.602130 0.190955 -0.02 0.03 -0.07
C -4.091417 -8.719158 -0.634586 0.03 0.03 -0.02
C -4.188210 -7.943484 -1.784253 0.03 0.00 0.04
C -3.167722 -7.059263 -2.102636 0.01 -0.02 0.02
C -2.060629 -6.938523 -1.270055 -0.07 -0.03 0.00
C -1.175269 -7.011777 2.707264 0.00 -0.02 0.07
C -2.506621 -6.648505 2.881880 0.03 0.05 0.06
C -2.934000 -6.095178 4.084853 0.02 -0.01 -0.02
C -2.034626 -5.895122 5.123153 0.02 -0.01 -0.03
C -0.704361 -6.262530 4.959930 -0.03 0.01 -0.03
C -0.282284 -6.823891 3.762397 -0.07 -0.01 0.01
P 0.149433 -3.015346 0.269344 0.02 -0.52 -0.01
C 0.235410 -3.380420 -1.529046 0.04 0.09 -0.03
C 1.341201 -3.333157 -2.371371 -0.02 0.02 -0.03
C 1.208535 -3.540635 -3.740839 -0.01 0.01 0.05
C -0.032865 -3.803256 -4.296246 0.00 0.01 0.02
C -1.151070 -3.835426 -3.472127 0.04 -0.03 0.01
C -1.017065 -3.610644 -2.111534 0.01 -0.06 -0.01
C 1.795177 -3.182482 1.084115 0.06 0.10 -0.03
C 1.763721 -2.831579 2.436611 0.05 0.07 -0.05
C 2.899320 -2.898870 3.233698 -0.01 -0.04 -0.06
C 4.104223 -3.318112 2.687325 -0.04 0.01 0.02
C 4.152064 -3.679245 1.347903 -0.03 0.00 -0.01
C 3.012302 -3.614399 0.557737 -0.04 -0.10 0.05
H -0.610033 -4.608980 1.902619 -0.08 0.02 0.02
H -1.492377 -4.811702 0.403954 -0.04 0.03 0.04
H 1.326964 -5.848607 1.030586 0.04 0.03 0.01
H 0.615234 -5.963535 -0.561180 0.02 -0.02 -0.02
H -2.909984 -9.220558 1.079104 -0.01 0.00 0.01
H -4.879872 -9.418128 -0.383379 0.01 0.01 0.00
H -5.053703 -8.032954 -2.428959 0.01 0.00 0.01
H -3.227075 -6.455728 -3.000485 0.00 -0.01 0.01
H -1.277352 -6.242897 -1.540904 0.00 0.01 -0.02
H -3.214958 -6.769782 2.072357 0.00 0.01 -0.01
H -3.970221 -5.801827 4.203916 0.02 -0.01 -0.01
H -2.368709 -5.450286 6.052568 0.01 -0.01 -0.02
H 0.005503 -6.108182 5.763556 -0.01 -0.01 -0.01
H 0.759210 -7.103828 3.641361 0.01 0.00 0.01
H 2.312028 -3.088462 -1.973631 0.00 0.06 -0.01
H 2.083264 -3.475335 -4.377660 -0.01 -0.01 0.03
H -0.134331 -3.951681 -5.364273 0.00 0.00 0.02
H -2.133935 -4.011434 -3.893552 0.00 0.02 0.00
H -1.907258 -3.595980 -1.489328 0.01 -0.01 -0.02
H 0.830737 -2.484485 2.870611 0.03 0.03 -0.01
H 2.843687 -2.612520 4.276593 -0.01 0.01 -0.01
H 4.996793 -3.360869 3.299680 -0.01 0.00 -0.01
H 5.085026 -4.015327 0.909805 -0.02 0.01 0.00
H 3.086918 -3.921912 -0.473524 -0.02 -0.02 -0.01
F -0.085622 0.211274 -5.547164 0.00 0.00 -0.01
C -0.091446 0.439066 -4.201457 0.03 0.05 0.00
C 0.753095 1.404282 -3.684765 0.02 -0.01 0.01
C 0.733173 1.632574 -2.314879 0.06 -0.01 0.07
C -0.109648 0.924738 -1.453560 -0.25 -0.16 -0.02
C -0.940243 -0.036425 -2.030649 0.16 -0.07 -0.04
C -0.938708 -0.293450 -3.404930 -0.06 -0.01 0.12
H 1.400844 1.965027 -4.349997 -0.02 -0.02 0.03
H 1.395714 2.387547 -1.905747 -0.05 0.03 -0.01
H -1.611731 -0.617548 -1.403708 -0.04 0.05 -0.02
H -1.592588 -1.032231 -3.853455 0.05 0.01 0.04
C 6.681175 0.139289 -2.117807 -0.01 0.02 0.03
C 5.984607 -0.842486 -1.178452 -0.07 0.03 0.03
N 4.767321 -0.358046 -0.539870 0.07 0.22 -0.09
C 4.896273 0.035624 0.856662 0.03 0.00 -0.09
C 5.920427 1.146888 1.056122 -0.01 -0.01 0.00
C 3.517826 -0.570178 -1.112973 0.05 -0.12 0.12
C 3.485529 -0.711846 -2.618330 0.02 0.02 0.05
N 2.399394 -0.616173 -0.506280 -0.10 -0.05 -0.06
H 7.614671 -0.294959 -2.486720 -0.02 0.01 0.01
H 6.913798 1.070553 -1.600654 -0.01 -0.02 -0.02
H 6.057297 0.378193 -2.977728 0.00 0.00 0.01
H 6.674888 -1.105520 -0.373305 0.01 -0.05 0.00
H 5.780744 -1.773435 -1.711717 -0.01 -0.02 -0.01
H 5.173284 -0.832787 1.468691 -0.06 -0.03 0.04
H 3.931066 0.391402 1.212913 0.00 0.04 0.01
H 6.929849 0.829661 0.780436 -0.03 0.02 0.01
H 5.935122 1.445304 2.105565 0.00 -0.02 -0.02
H 5.649199 2.021035 0.461913 0.01 -0.01 0.02
H 4.094950 -1.542780 -2.984297 -0.01 0.02 0.01
H 3.849894 0.203905 -3.087729 0.01 -0.03 0.01
H 2.451332 -0.857057 -2.918424 0.02 -0.01 0.02
H 2.448880 -0.477046 0.500332 0.11 -0.03 -0.04
```
Forces are in eV/Å.

- net charge = -1
- largest force on an atom (eV/A) = 1.38
- lowest unoccupied orbital energy (alpha / beta) (Eh) = 0.0656 / 0.0638
- relative energy (zero: lowest compared OMol25 entry of this formula, charge and spin) (kcal/mol) = 25.54
- multiplicity = 4
- HOMO-LUMO gap (alpha / beta) (eV) = 7.2 / 7.4

A cluster of 8 separate species, C27H60O23S7 in total at a distorted geometry, computed with ωB97M-V with the def2-TZVPD basis set.

XYZ file:
```
117
Properties=species:S:1:pos:R:3:forces:R:3
O -4.662683 -7.641395 3.358859 2.64 1.31 -0.94
S -3.453211 -7.074296 2.706246 0.13 -0.45 1.07
O -2.692651 -5.931995 3.261060 -2.00 -2.34 -1.36
O -2.300912 -8.279347 2.532660 -1.82 0.86 0.29
C -2.677014 -9.613137 2.977193 0.88 -0.76 -0.40
C -3.534206 -10.468415 2.039969 -0.40 0.41 0.80
C -3.884537 -6.869391 0.945673 0.33 0.08 0.99
H -3.063105 -9.589158 3.996247 -0.30 0.22 -0.22
H -1.715661 -10.123177 3.038494 0.19 0.24 0.12
H -3.662359 -11.415582 2.563945 -0.06 -0.10 0.07
H -3.105293 -10.730477 1.072785 0.10 0.51 0.02
H -4.530347 -10.031869 1.967636 -0.02 -0.06 -0.38
H -4.558832 -7.689881 0.700236 0.33 -0.09 0.03
H -2.921694 -6.915554 0.436849 -0.31 0.12 -0.25
H -4.426887 -5.935294 0.799365 0.31 0.07 0.14
O 5.756321 10.881808 -0.184277 -1.39 -1.47 -1.25
S 5.186926 9.717062 -0.881187 0.81 0.39 0.81
O 3.789821 9.624959 -1.273262 1.41 0.28 0.96
O 6.034026 9.462047 -2.222038 0.02 -0.04 0.24
C 6.207251 10.512638 -3.175081 0.65 1.18 -1.89
C 7.691840 10.714001 -3.423776 0.60 -0.86 1.91
C 5.784039 8.227930 0.101609 -0.49 2.13 -1.42
H 5.803596 11.491196 -2.915121 -0.45 -0.35 0.64
H 5.800141 10.275250 -4.157937 -0.76 -0.64 0.37
H 8.050664 11.294454 -4.273728 -0.55 0.05 0.09
H 8.159415 9.729436 -3.413801 0.06 -0.14 -0.55
H 8.043533 11.111350 -2.471649 0.50 0.56 -0.19
H 5.633766 7.393476 -0.583381 -0.14 -0.24 0.69
H 5.216678 8.343374 1.025116 -0.19 -0.67 -0.21
H 6.829724 8.451986 0.312444 -0.08 -0.16 -0.21
O 6.495767 -10.655225 0.081678 -1.81 0.59 -0.02
S 5.056550 -10.472996 -0.016492 1.77 0.11 0.34
O 4.199982 -11.230652 0.861831 0.15 0.88 -0.66
O 4.776240 -8.855204 0.129398 0.28 -1.98 0.21
C 3.422669 -8.460172 0.192297 -1.79 2.77 -0.64
C 3.390130 -6.961002 -0.333747 -0.02 -1.72 -0.24
C 4.591405 -10.756575 -1.710968 0.07 -0.46 0.11
H 2.901840 -8.497503 1.149084 0.99 -0.21 0.62
H 2.705409 -9.002831 -0.423458 0.56 -0.56 -0.52
H 3.561983 -6.996199 -1.409540 0.46 0.06 -0.03
H 4.170269 -6.374068 0.151033 -0.32 0.11 0.03
H 2.384966 -6.543017 -0.278706 0.10 0.10 0.62
H 3.773614 -10.084680 -1.971519 0.01 -0.35 -0.12
H 4.335075 -11.815909 -1.724910 -0.51 0.13 -0.05
H 5.439421 -10.676518 -2.391080 0.05 0.54 0.35
O -8.026785 -1.273988 8.590603 0.99 0.99 -1.77
S -7.479702 -0.958021 7.273632 -0.60 -1.85 -1.23
O -7.790480 0.269140 6.553334 0.65 -0.98 1.37
O -5.861351 -1.263713 7.255489 -2.01 0.16 -0.30
C -5.011973 -0.150955 7.399003 1.99 0.39 1.95
C -3.602000 -0.765010 7.603979 -0.09 -0.39 -0.63
C -7.882979 -2.382759 6.154914 0.32 0.79 0.97
H -5.247970 0.362620 8.331022 -0.35 0.29 -0.08
H -5.053316 0.555171 6.569684 -0.13 -0.24 -0.09
H -2.830846 -0.219044 8.147417 -0.33 0.92 -0.46
H -3.259782 -1.034500 6.604795 0.47 -0.12 0.16
H -3.606795 -1.670288 8.211067 -0.71 -0.22 -0.21
H -7.494908 -2.249394 5.145102 -0.02 0.41 0.22
H -8.970211 -2.460388 6.156903 0.14 -0.13 0.06
H -7.383483 -3.240280 6.605750 -0.32 -0.03 0.04
O -1.062318 -7.381580 -4.874787 -0.50 -0.30 -0.40
S -2.363276 -7.774310 -5.344402 -1.76 1.11 0.66
O -3.112649 -8.806510 -4.615447 1.08 2.24 -1.73
O -3.336929 -6.327518 -5.415602 0.82 -1.58 0.41
C -2.663575 -5.109532 -5.830105 0.78 0.28 -0.44
C -3.602527 -4.139567 -6.545344 -1.69 -0.50 0.67
C -2.361102 -8.066236 -7.137721 -0.36 -0.34 0.98
H -1.806044 -5.394138 -6.439816 0.01 0.14 -0.18
H -2.259758 -4.551803 -4.985129 0.06 -0.49 0.34
H -4.279040 -3.730845 -5.794754 0.08 0.17 0.33
H -4.338384 -4.639061 -7.175522 0.45 -0.24 -0.52
H -3.212230 -3.256348 -7.050994 0.66 -0.46 -0.02
H -2.142912 -9.124912 -7.278003 0.30 0.17 -0.11
H -1.645113 -7.379943 -7.589905 -0.07 -0.25 0.04
H -3.385146 -7.875791 -7.458914 0.15 0.05 -0.02
O 5.755769 3.789195 -4.120900 -0.80 0.63 -2.09
S 5.278063 4.100769 -5.467451 -0.13 -1.10 0.11
O 5.070312 2.982177 -6.428807 -0.05 2.77 2.01
O 3.941556 5.079701 -5.289786 2.82 -1.33 2.11
C 2.756842 4.868800 -5.981033 0.01 -0.43 -2.34
C 2.615218 6.190046 -6.695199 -1.53 -0.06 -0.63
C 6.384842 5.328833 -6.231533 -0.72 -0.67 0.61
H 1.860948 4.675208 -5.391112 0.42 -0.12 0.57
H 2.978886 4.000818 -6.601846 -0.71 -0.02 -0.46
H 1.793283 6.228907 -7.410041 -0.36 -0.24 0.14
H 3.469598 6.475563 -7.308891 0.29 0.07 0.63
H 2.338371 6.843396 -5.867795 0.51 0.77 -0.44
H 5.985175 5.564826 -7.217778 0.26 -0.27 0.00
H 7.347226 4.817350 -6.214066 0.01 0.25 -0.34
H 6.396149 6.234039 -5.624426 -0.01 -0.24 0.14
O -0.490139 10.003099 6.331859 -1.26 -1.32 -1.11
S -1.084519 9.109323 5.339717 1.40 0.01 -0.63
O -0.243559 7.989480 4.858391 -2.13 1.60 1.16
O -2.620074 8.641639 5.778568 2.06 1.29 -1.02
C -2.688666 7.368729 6.353155 -0.83 -1.36 1.30
C -2.021542 7.377417 7.745511 -0.03 -0.52 -0.90
C -1.594857 10.071460 3.921562 -0.26 -0.50 0.18
H -2.340417 6.604810 5.657993 0.72 0.08 0.14
H -3.754999 7.146664 6.394636 -0.14 0.23 0.34
H -1.000006 7.717980 7.576407 0.03 0.08 0.46
H -1.962900 6.377005 8.174262 -0.09 -0.07 -0.11
H -2.548432 8.016876 8.453722 0.09 0.14 -0.22
H -2.061931 9.424977 3.178583 0.20 -0.24 0.17
H -0.686080 10.500958 3.499957 -0.21 0.28 0.22
H -2.368497 10.763308 4.254598 0.44 0.31 0.02
C -1.943937 1.877443 0.211986 -0.19 -0.11 0.59
C -1.305110 0.794359 -0.281090 -2.63 -0.60 0.96
C -0.116908 0.800934 -1.106425 0.29 -2.76 -0.47
O 0.397188 -0.203378 -1.678390 -1.52 3.08 1.65
C 0.409145 2.122080 -1.085428 0.82 3.38 -0.40
C -0.217462 3.295058 -0.666879 2.38 -1.99 -0.19
C -1.519222 3.285189 0.042454 -0.90 0.92 -2.10
O -2.256391 4.276866 0.183065 1.74 -2.19 0.33
H -2.869453 1.812069 0.764746 -0.15 -0.49 0.04
H -1.821951 -0.134886 -0.091959 0.17 -0.37 -0.12
H 1.416285 2.095859 -1.474505 0.25 0.82 -0.22
H 0.392110 4.185109 -0.718130 -0.26 0.31 -0.07
```
Forces are in eV/Å.

- largest force on an atom (eV/A) = 3.81
- lowest unoccupied orbital energy (Eh) = -0.0854
- structure (SMILES) = O=C1C=CC(=O)C=C1.CCOS(C)(=O)=O.CCOS(C)(=O)=O.CCOS(C)(=O)=O.CCOS(C)(=O)=O.CCOS(C)(=O)=O.CCOS(C)(=O)=O.CCOS(C)(=O)=O
- multiplicity = 1
- HOMO-LUMO gap (eV) = 8.2